Below is the molecule C20H28N4O6 in a non-equilibrium geometry, with properties calculated with ωB97M-V/def2-TZVPD.

The geometry in XYZ format:
```
58
Properties=species:S:1:pos:R:3
O -1.003 -0.621 3.358
O 0.870 0.623 -0.548
O 2.467 -0.871 2.177
O -2.808 -2.992 0.593
O -5.257 0.899 -3.724
O -3.064 1.447 -3.284
N 0.585 -1.484 1.025
N 2.905 1.091 0.374
N 5.609 1.282 0.018
N -2.079 -1.027 1.387
C -4.164 1.694 -4.133
C 5.520 -1.177 -0.031
C 6.380 2.376 0.582
C -3.482 0.499 -2.391
C -4.812 0.166 -2.660
C -4.773 -1.384 -0.886
C 1.658 -0.725 1.282
C -3.460 -1.037 -0.598
C -2.779 -0.081 -1.365
C -5.481 -0.778 -1.919
C -2.771 -1.779 0.498
C -2.091 0.408 1.581
C 3.384 2.111 -0.520
C 6.377 0.072 -0.223
C -1.836 0.486 3.089
C 6.533 2.217 2.092
C -1.350 -1.659 2.481
C -0.074 -2.352 1.960
C 4.744 1.667 -1.081
C 1.778 0.401 0.244
H -3.045 0.841 1.282
H -1.747 0.177 -1.194
H 7.196 0.044 0.498
H 7.374 2.455 0.112
H -2.779 0.398 3.646
H -1.277 0.887 1.025
H -6.503 -1.040 -2.138
H -2.000 -2.405 2.971
H -3.894 1.443 -5.172
H 7.082 1.312 2.338
H 7.071 3.068 2.503
H -1.307 1.386 3.401
H 6.132 -2.067 -0.154
H -0.354 -3.289 1.474
H 2.650 2.245 -1.317
H 4.584 0.802 -1.727
H 3.586 0.744 1.044
H 3.492 3.051 0.031
H 5.846 3.308 0.383
H 5.086 -1.187 0.966
H -5.247 -2.146 -0.288
H 0.036 -1.173 0.229
H 5.172 2.473 -1.695
H 5.554 2.159 2.561
H 4.710 -1.218 -0.756
H -4.442 2.758 -4.078
H 6.822 0.069 -1.232
H 0.602 -2.534 2.797
```

Summary:
- M: 420.47 g/mol
- E_LUMO: 0.7 eV
- Largest force on an atom: 1.27 eV/A
- Calculated total energy: -1449.40761 Ha
- Energy relative to the best compared isomer or geometry (same formula, charge and spin): 37.09 kcal per mole
- SMILES: CCN(CC)CCNC(=O)C(=O)NC[C@H]1OCCN1C(=O)c1ccc2c(c1)OCO2